A molecular structure, C41H110F3MnN10O13S in a non-equilibrium geometry. Source: the Open Molecules 2025 dataset; level of theory: ωB97M-V/def2-TZVPD.

Structure (XYZ):
```
179
Properties=species:S:1:pos:R:3:forces:R:3:mulliken_spin:R:1
Mn 1.599 3.739 0.086 -0.95 -0.49 -0.02 4.87
C -0.686 -0.143 0.841 0.22 0.55 -0.30 -0.01
F -0.298 0.058 2.095 -0.32 0.08 0.33 -0.01
F 0.333 -0.783 0.242 -0.32 0.10 -0.35 0.00
F -1.767 -0.909 0.816 0.10 -0.04 0.00 0.00
S -1.040 1.511 -0.003 -0.73 0.39 -0.81 0.04
O -2.342 1.953 0.440 0.77 -0.73 -0.12 0.00
O 0.054 2.368 0.461 0.02 -0.37 0.67 -0.24
O -0.930 1.260 -1.436 0.45 -0.42 0.88 0.03
C 0.401 -0.274 -6.205 -0.81 -0.39 -1.92 0.00
C -1.067 -0.321 -5.790 0.23 -0.82 1.00 0.00
C -1.944 -1.399 -6.453 0.71 0.90 -0.58 0.00
O -1.937 -1.187 -7.855 -0.77 0.11 0.07 0.00
C -2.896 -1.972 -8.557 0.17 -0.22 0.30 0.00
N -1.231 -0.548 -4.342 0.48 0.39 0.26 0.00
H 1.009 0.382 -5.586 0.06 -0.25 0.17 0.00
H 0.380 0.121 -7.228 0.30 0.33 0.07 0.00
H 0.811 -1.268 -6.399 0.26 -0.07 0.76 0.00
H -1.464 0.673 -6.011 -0.40 -0.09 0.04 0.00
H -2.948 -1.299 -6.034 -0.12 -0.10 -0.04 0.00
H -1.546 -2.392 -6.226 -0.01 -0.12 0.12 0.00
H -3.908 -2.011 -8.138 0.11 0.46 0.54 0.00
H -2.561 -3.012 -8.555 0.07 -0.09 -0.48 0.00
H -3.025 -1.547 -9.549 0.40 -0.21 -0.14 0.00
H -0.654 0.148 -3.880 -0.26 0.23 0.24 0.00
H -0.847 -1.416 -3.967 -0.01 -0.12 -0.87 0.00
C -0.346 -4.833 -5.251 -0.46 1.78 0.20 0.00
C 0.900 -4.282 -4.508 -1.30 -2.80 -0.62 0.00
C 0.554 -4.053 -3.030 1.11 0.11 -0.76 0.00
O -0.199 -2.875 -2.891 -0.41 -0.22 0.58 0.00
C -1.352 -2.969 -2.054 -0.11 0.54 -0.32 0.00
N 1.872 -5.400 -4.651 0.87 0.18 0.26 0.00
H -1.189 -4.160 -5.055 -0.20 -0.23 -0.16 0.00
H -0.616 -5.840 -4.941 0.14 -0.02 0.14 0.00
H -0.161 -4.809 -6.326 -0.05 -0.16 -0.04 0.00
H 1.250 -3.394 -5.033 0.24 0.12 0.35 0.00
H 1.498 -3.918 -2.490 -0.03 -0.30 0.25 0.00
H 0.019 -4.937 -2.672 -0.01 0.04 0.18 0.00
H -2.049 -3.727 -2.419 -0.06 0.07 -0.15 0.00
H -1.775 -1.968 -2.126 -0.43 -0.18 0.07 0.00
H -1.183 -3.169 -0.993 0.58 -0.11 -0.01 0.00
H 1.774 -5.799 -5.579 0.28 0.56 -0.35 0.00
H 1.586 -6.226 -4.130 -0.14 0.41 0.69 0.00
C 1.088 3.099 -4.250 -0.76 1.09 0.00 0.01
C 1.261 3.754 -2.869 0.86 -1.16 -0.85 -0.01
C 0.014 4.454 -2.404 -0.70 -0.68 0.34 0.05
O 0.177 4.878 -1.029 0.10 0.95 -1.16 0.00
C -0.734 5.930 -0.728 -0.55 -0.08 0.90 0.01
N 1.679 2.730 -1.893 0.10 0.07 0.21 0.04
H 1.901 2.454 -4.575 0.29 0.21 0.28 0.00
H 0.980 3.945 -4.934 -0.07 -0.38 -0.46 0.00
H 0.178 2.495 -4.289 -0.09 0.09 0.07 0.00
H 2.070 4.487 -2.955 0.05 0.03 0.16 -0.03
H -0.834 3.760 -2.388 0.01 -0.07 -0.25 -0.01
H -0.263 5.301 -3.032 0.26 0.08 0.00 0.00
H -1.774 5.629 -0.877 0.09 -0.29 -0.18 0.00
H -0.576 6.850 -1.292 0.42 -0.13 -0.10 0.00
H -0.627 6.110 0.336 -0.02 0.33 -0.07 -0.01
H 2.475 2.177 -2.248 -0.22 0.79 0.31 0.03
H 0.978 1.985 -1.888 -0.44 0.29 0.18 0.04
C -1.916 -5.674 5.945 0.32 0.30 0.50 0.00
C -0.385 -5.476 5.854 -1.36 -0.39 -0.61 0.00
C -0.082 -4.247 5.024 0.78 0.74 -0.17 0.00
O -0.447 -3.080 5.737 -0.23 0.40 -0.20 0.00
C -0.322 -1.879 4.996 0.35 0.16 0.46 0.00
N 0.144 -5.454 7.208 0.43 0.67 -0.06 0.00
H -2.464 -5.606 5.005 0.31 -0.37 -0.21 0.00
H -2.331 -4.856 6.540 0.11 -0.02 0.17 0.00
H -2.116 -6.598 6.484 -0.18 -0.05 -0.20 0.00
H 0.084 -6.310 5.326 -0.18 -0.14 -0.02 0.00
H -0.577 -4.197 4.047 -0.19 -0.52 -0.03 0.00
H 1.000 -4.254 4.821 0.12 0.30 -0.01 0.00
H 0.724 -1.686 4.734 0.17 -0.13 -0.08 0.00
H -0.652 -1.056 5.628 -0.10 -0.11 0.14 0.00
H -0.904 -1.804 4.074 -0.22 -0.53 -0.04 0.00
H -0.002 -4.504 7.545 -0.16 -0.13 0.30 0.00
H 1.155 -5.545 7.184 0.00 -0.17 -0.01 0.00
C -5.494 0.973 -3.692 -2.01 0.69 0.17 0.00
C -4.452 0.878 -2.631 1.29 0.44 -0.22 0.00
C -4.357 -0.504 -1.958 -0.99 -0.63 -1.48 0.00
O -5.606 -0.991 -1.474 0.03 0.09 0.55 0.00
C -5.995 -0.374 -0.265 0.69 0.51 0.04 0.00
N -3.168 1.257 -3.262 0.17 -0.11 1.23 0.00
H -5.419 0.265 -4.517 0.09 -0.24 0.22 0.00
H -5.581 1.970 -4.132 0.80 0.07 -0.06 0.00
H -6.485 0.937 -3.223 -0.05 -0.80 -0.17 0.00
H -4.634 1.637 -1.865 -0.15 0.01 0.00 0.00
H -3.531 -0.598 -1.246 -0.15 0.32 0.40 0.00
H -4.161 -1.232 -2.752 0.38 0.13 -0.13 0.00
H -6.943 -0.755 0.103 0.01 -0.20 -0.26 0.00
H -6.064 0.711 -0.398 -0.24 0.03 0.06 0.00
H -5.212 -0.533 0.487 -0.11 -0.10 0.20 0.00
H -2.471 1.151 -2.514 -0.23 0.24 -0.77 0.00
H -2.887 0.553 -3.942 -0.23 -0.04 0.15 0.00
C -5.089 1.371 3.735 0.50 0.46 -1.36 0.00
C -3.922 2.369 3.853 -0.82 0.38 1.27 0.00
C -2.631 1.706 4.329 0.14 -1.17 -0.48 0.00
O -2.702 1.002 5.572 0.61 1.13 -0.16 0.00
C -2.472 1.873 6.669 -1.21 -0.50 0.48 0.00
N -3.648 3.248 2.734 -0.03 -0.17 -0.86 0.00
H -5.907 1.919 3.261 -0.25 -0.02 0.35 0.00
H -5.389 0.993 4.708 0.04 -0.24 -0.11 0.00
H -4.850 0.599 2.998 0.05 -0.40 0.37 0.00
H -4.350 3.077 4.575 0.69 -0.09 0.62 0.00
H -1.767 2.375 4.275 -0.20 0.33 0.25 0.00
H -2.390 0.884 3.644 -0.11 0.22 -0.39 0.00
H -1.441 2.150 6.910 0.25 -0.23 -0.53 0.00
H -2.871 1.309 7.514 0.11 0.32 0.23 0.00
H -3.062 2.785 6.546 0.05 0.09 0.13 0.00
H -3.308 2.761 1.907 0.04 -0.12 0.28 0.00
H -4.530 3.656 2.444 0.07 0.19 0.05 0.00
C 3.836 0.174 1.164 0.25 0.21 0.29 0.01
C 2.774 1.229 1.470 -0.14 0.27 0.55 0.03
C 2.597 1.394 3.004 0.89 -0.29 -1.12 -0.01
O 1.419 2.023 3.399 -0.77 -0.24 0.25 0.04
C 1.144 1.763 4.779 -0.19 0.07 -0.21 0.00
N 3.125 2.535 0.830 1.55 -0.92 0.64 0.03
H 4.806 0.368 1.633 -0.17 0.02 0.43 0.00
H 4.093 0.136 0.104 -0.49 -0.13 -0.14 0.00
H 3.440 -0.784 1.502 0.28 -0.16 -0.17 0.00
H 1.869 0.872 0.986 -0.19 0.19 0.32 0.01
H 3.434 1.995 3.389 0.33 -0.19 -0.06 0.00
H 2.734 0.373 3.375 -0.45 0.08 0.50 0.00
H 1.214 0.693 4.975 0.26 0.00 0.15 0.00
H 0.124 2.047 5.032 0.01 0.18 -0.38 0.00
H 1.814 2.352 5.409 0.23 -0.23 0.16 0.00
H 3.726 2.200 0.070 -0.34 0.71 -0.78 -0.06
H 3.827 2.959 1.439 -0.19 0.16 0.18 0.02
C 6.320 2.209 -3.545 -0.75 -1.30 -0.93 0.00
C 4.904 1.902 -2.999 0.80 1.16 1.33 0.00
C 4.343 0.498 -2.993 1.16 -0.53 -1.85 0.00
O 2.941 0.527 -2.857 0.50 -0.41 0.08 0.00
C 2.401 -0.743 -2.539 0.20 -0.71 0.76 0.00
N 4.857 2.399 -1.598 -0.78 0.29 0.28 0.00
H 6.264 2.228 -4.636 0.23 0.04 -0.02 0.00
H 7.035 1.427 -3.287 0.10 0.13 0.21 0.00
H 6.664 3.182 -3.204 -0.05 -0.03 0.10 0.00
H 4.229 2.525 -3.592 -0.25 -0.01 0.19 0.00
H 4.888 -0.177 -2.323 -0.39 0.25 0.73 0.00
H 4.587 0.042 -3.963 -0.14 0.06 -0.20 0.00
H 2.799 -1.586 -3.112 0.07 0.38 -0.61 0.00
H 1.323 -0.734 -2.642 -0.15 0.20 -0.07 0.00
H 2.666 -1.014 -1.510 -0.20 0.19 0.18 0.00
H 5.003 3.402 -1.575 0.06 0.03 -0.09 0.00
H 5.571 2.008 -0.993 0.31 -0.26 -0.44 0.00
C 0.042 -5.902 0.972 -0.23 -0.25 0.01 0.00
C 1.250 -5.069 1.444 -0.21 -0.65 -1.79 0.00
C 2.523 -5.415 0.656 -0.53 -0.12 0.02 0.00
O 2.968 -6.739 0.826 -0.29 0.28 -0.33 0.00
C 3.918 -6.908 1.842 0.20 0.00 0.54 0.00
N 0.993 -3.667 1.083 -0.11 0.52 2.15 0.00
H 0.245 -6.967 0.855 0.15 0.04 -0.06 0.00
H -0.354 -5.485 0.042 0.35 -0.21 -0.30 0.00
H -0.824 -5.825 1.636 0.24 0.08 0.37 0.00
H 1.392 -5.307 2.499 0.10 0.89 0.21 0.00
H 3.323 -4.699 0.859 -0.02 0.08 0.19 0.00
H 2.206 -5.259 -0.380 0.40 -0.33 -0.27 0.00
H 4.908 -6.511 1.592 0.02 -0.21 -0.42 0.00
H 3.951 -7.980 2.027 0.29 0.06 0.08 0.00
H 3.674 -6.395 2.781 -0.44 -0.09 -0.01 0.00
H 0.101 -3.454 1.519 0.03 0.50 -0.16 0.00
H 0.883 -3.480 0.096 0.08 -0.55 -0.19 0.00
C 1.428 7.128 2.191 -0.53 0.92 0.24 0.01
C 1.801 5.738 2.640 0.32 0.08 -0.42 0.02
C 1.654 5.577 4.171 -0.62 -0.09 -0.15 0.01
O 0.278 5.639 4.546 0.43 -0.90 -0.48 0.00
C 0.077 5.263 5.914 -0.40 1.50 -0.30 0.00
N 0.960 4.716 1.935 -0.93 1.09 1.84 0.09
H 0.510 7.413 2.715 0.03 0.07 0.03 0.00
H 1.204 7.288 1.135 0.27 -0.51 -0.15 0.00
H 2.181 7.873 2.447 0.08 -0.14 0.15 0.00
H 2.814 5.500 2.300 0.25 0.19 0.63 -0.01
H 2.139 6.363 4.753 0.69 -0.15 -0.26 0.00
H 2.006 4.569 4.408 0.44 0.07 0.31 0.00
H 0.417 6.103 6.527 0.01 -0.07 0.23 0.00
H 0.590 4.374 6.279 -0.01 -0.32 -0.51 0.00
H -1.005 5.209 6.000 0.05 -0.35 0.29 0.00
H 0.739 4.090 2.715 0.28 -1.04 -0.67 0.01
H 0.047 5.181 1.939 -0.13 -0.20 -0.63 0.01
```
Positions in Å, forces in eV/Å.

## Properties
2S+1: 6
Relative energy (zero: lowest compared OMol25 entry of this formula, charge and spin), kcal/mol: 23.4
Charge: +1
LUMO level (spin up / spin down), Eh: -0.094 / -0.110
E, a.u.: -5002.27554
F_max, eV Å⁻¹: 3.15
⟨S²⟩: 8.753

=====

C3H2O2 in the gas phase in a non-equilibrium geometry. Source: the Open Molecules 2025 dataset; level of theory: ωB97M-V/def2-TZVPD.

Structure (XYZ):
```
7
Properties=species:S:1:pos:R:3:forces:R:3:nbo_charge:R:1
C -0.099 0.688 -0.434 1.55 -1.05 -2.10 0.73
C 0.401 -0.705 -0.346 -0.98 -1.10 2.31 -0.14
C 0.596 -1.758 0.236 0.32 1.24 -0.15 -0.14
H -1.118 1.922 0.454 -0.63 3.69 -0.33 0.49
H 0.880 -2.559 0.918 -0.24 0.30 -0.95 0.25
O -0.986 1.025 0.492 0.53 -3.69 0.58 -0.64
O 0.327 1.387 -1.320 -0.55 0.61 0.64 -0.55
```
Positions in Å, forces in eV/Å.

## Properties
Relative energy (zero: lowest compared OMol25 entry of this formula, charge and spin), kcal/mol: 21.6
LUMO level, Eh: 0.022
E, a.u.: -265.91676
F_max, eV Å⁻¹: 3.77
SMILES: C#CC(=O)O

=====

A molecular structure, C37H40BBrIN5O3Ru in a non-equilibrium geometry. Source: the Open Molecules 2025 dataset; level of theory: ωB97M-V/def2-TZVPD.

Structure (XYZ):
```
89
Properties=species:S:1:pos:R:3:forces:R:3:mulliken_spin:R:1
Ru 0.267 0.108 -0.115 0.42 -0.25 -1.24 0.56
C -0.625 4.541 -2.261 0.01 0.01 0.01 0.00
C -1.378 3.705 -1.443 0.03 -0.01 0.02 0.02
C -0.749 2.912 -0.499 -0.07 0.05 0.04 0.16
C 0.643 2.935 -0.359 -0.20 0.15 0.27 -0.14
C 1.389 3.808 -1.138 0.02 -0.20 -0.09 -0.01
C 0.748 4.591 -2.095 -0.01 0.03 -0.03 0.01
N 1.200 1.997 0.604 -0.08 -0.04 0.16 -0.01
C 0.602 2.115 1.952 -0.05 -0.09 0.13 0.10
C 0.731 3.288 2.669 -0.02 -0.07 0.04 -0.03
C 0.236 3.352 3.965 0.03 0.06 -0.01 0.04
C -0.375 2.245 4.537 -0.03 -0.04 0.03 -0.02
C -0.523 1.067 3.820 0.06 0.14 0.06 0.08
C -0.030 1.009 2.527 -0.07 -0.09 -0.36 -0.05
N -0.237 -0.098 1.653 0.13 0.22 0.46 -0.02
N -0.878 -1.149 2.114 0.11 0.14 -0.09 0.24
C -1.227 -1.948 1.073 -0.10 -0.07 -0.14 -0.02
C -2.007 -3.098 1.307 0.06 0.07 0.02 0.03
C -2.496 -3.806 0.245 0.05 0.01 -0.02 0.00
C -2.200 -3.373 -1.055 -0.03 -0.12 -0.04 0.04
C -1.406 -2.274 -1.227 0.05 0.22 -0.11 0.00
N -0.900 -1.557 -0.199 -0.12 -0.30 0.49 0.02
H -1.109 5.163 -3.002 -0.01 0.00 0.00 0.00
H -2.456 3.677 -1.529 0.00 -0.01 -0.02 0.00
H -1.346 2.279 0.153 0.03 0.01 -0.01 0.00
H 2.459 3.866 -1.031 0.06 -0.01 0.05 0.00
H 1.342 5.257 -2.706 0.00 0.01 0.00 0.00
H 1.212 4.144 2.210 -0.01 0.02 0.00 0.00
H 0.327 4.270 4.530 0.00 0.01 0.00 0.00
H -0.759 2.306 5.546 0.00 0.00 0.01 0.00
H -1.026 0.206 4.235 0.00 -0.02 -0.02 0.00
H -2.227 -3.359 2.332 0.00 -0.01 0.00 0.00
H -3.109 -4.683 0.404 -0.01 0.00 0.00 0.00
H -2.573 -3.896 -1.923 -0.02 -0.01 0.00 0.00
H -1.178 -1.900 -2.216 0.03 -0.04 0.07 0.00
O -0.165 0.444 -2.447 0.28 -0.03 0.09 0.01
C 0.597 -0.270 -3.437 -0.01 -0.08 -0.02 0.00
C 1.911 0.415 -3.754 -0.03 0.05 -0.04 0.00
C 2.717 0.684 -2.482 -0.08 -0.03 0.01 0.00
C 2.994 -0.577 -1.710 0.10 0.14 0.11 0.01
C 4.044 -1.409 -2.085 0.00 0.03 0.06 0.00
C 4.338 -2.531 -1.333 -0.01 0.04 0.02 0.00
C 3.583 -2.784 -0.199 0.00 0.00 -0.02 0.00
C 2.539 -1.934 0.100 -0.22 0.02 0.06 -0.03
N 2.221 -0.864 -0.646 -0.22 0.02 0.01 0.05
H -0.340 1.338 -2.773 -0.03 0.04 0.20 0.00
H -0.009 -0.412 -4.334 -0.01 0.05 0.01 0.00
H 0.780 -1.253 -2.998 -0.01 0.03 -0.03 0.00
H 1.736 1.359 -4.278 -0.04 0.00 0.02 0.00
H 2.468 -0.224 -4.444 0.03 0.00 0.03 0.00
H 2.161 1.373 -1.846 0.01 -0.02 -0.03 0.00
H 3.656 1.184 -2.724 0.02 -0.09 -0.04 0.00
H 4.635 -1.149 -2.953 0.00 0.00 -0.01 0.00
H 5.155 -3.183 -1.612 0.00 -0.01 0.00 0.00
H 3.778 -3.632 0.439 0.01 -0.01 0.00 0.00
H 1.912 -2.107 0.968 0.00 -0.01 -0.03 0.00
Br 2.043 -8.699 -1.086 0.00 0.00 0.01 0.00
C 1.026 -8.256 0.442 0.02 -0.03 -0.04 0.00
C 0.696 -9.280 1.322 0.00 0.00 -0.01 0.00
C -0.051 -9.010 2.455 0.00 0.02 0.00 0.00
C -0.471 -7.714 2.717 0.01 -0.02 -0.02 0.00
C -0.141 -6.692 1.842 -0.01 0.02 0.00 0.00
C 0.608 -6.958 0.701 -0.05 0.02 0.02 0.00
I 1.050 -5.360 -0.563 0.00 -0.03 0.02 0.00
H 1.028 -10.286 1.107 0.00 -0.01 0.00 0.00
H -0.304 -9.815 3.131 0.00 0.00 0.01 0.00
H -1.054 -7.495 3.601 0.00 0.00 0.01 0.00
H -0.464 -5.679 2.039 0.00 0.01 0.01 0.00
C 6.048 2.603 0.359 0.01 0.03 0.02 0.00
C 4.787 2.537 1.197 -0.01 0.04 -0.05 0.00
C 4.688 3.747 2.114 0.04 0.00 0.03 0.00
O 3.634 2.625 0.300 -0.01 -0.06 -0.12 0.00
B 2.661 1.846 0.852 0.02 0.18 -0.01 -0.03
O 3.107 0.990 1.809 -0.03 0.03 0.07 0.00
C 4.549 1.178 1.936 -0.12 0.03 0.05 0.00
C 5.224 0.004 1.259 0.09 -0.06 0.01 0.00
C 4.883 1.194 3.414 0.05 0.03 0.01 0.00
H 6.120 3.583 -0.110 -0.01 0.00 -0.02 0.00
H 6.053 1.845 -0.421 -0.01 -0.01 0.00 0.00
H 6.932 2.467 0.984 -0.01 -0.01 0.02 0.00
H 4.709 4.653 1.509 -0.01 0.00 -0.01 0.00
H 5.523 3.784 2.813 0.01 0.00 -0.01 0.00
H 3.761 3.736 2.689 -0.01 -0.02 0.00 0.00
H 4.945 -0.068 0.210 -0.03 -0.01 -0.08 0.00
H 4.932 -0.914 1.765 -0.04 -0.04 -0.01 0.00
H 6.309 0.091 1.320 0.01 0.00 0.01 0.00
H 4.278 1.919 3.955 -0.01 0.01 0.00 0.00
H 5.937 1.434 3.567 0.01 0.00 -0.01 0.00
H 4.698 0.209 3.840 -0.02 -0.01 -0.01 0.00
```
Positions in Å, forces in eV/Å.

## Properties
2S+1: 2
Charge: +1
LUMO level (spin up / spin down), Eh: -0.093 / -0.119
E, a.u.: -4924.82942
F_max, eV Å⁻¹: 1.33
⟨S²⟩: 0.860

=====

C14H17N3O3 in the gas phase. Source: the Open Molecules 2025 dataset; level of theory: ωB97M-V/def2-TZVPD.

Structure (XYZ):
```
37
Properties=species:S:1:pos:R:3:forces:R:3:nbo_charge:R:1
C 1.693 -2.766 -2.613 -0.03 0.03 -0.01 -0.41
N 0.538 -3.135 -1.819 0.04 0.00 0.05 -0.46
C 0.030 -4.438 -2.191 -0.01 0.07 -0.01 -0.41
H -0.239 -4.426 -3.247 -0.05 -0.08 -0.03 0.20
H 0.764 -5.242 -2.026 0.01 -0.01 0.01 0.16
H -0.863 -4.662 -1.611 -0.06 -0.10 -0.01 0.19
C 0.775 -3.024 -0.389 -0.31 0.10 0.13 -0.23
H 1.127 -3.968 0.055 0.06 0.03 -0.03 0.18
C -0.509 -2.566 0.319 0.36 -0.12 0.14 -0.23
N -0.954 -1.324 -0.263 -0.16 -0.01 -0.26 -0.58
C -0.610 -0.130 0.237 -0.41 -0.72 -0.03 0.56
O -0.132 0.067 1.339 0.10 0.15 -0.05 -0.62
C -0.882 1.008 -0.750 0.13 0.17 -0.25 0.54
O -1.627 0.882 -1.688 0.16 0.07 0.24 -0.50
C -0.096 2.258 -0.443 -0.05 0.15 0.00 -0.46
C -0.625 2.972 0.770 0.01 0.12 0.17 0.02
C -1.872 3.490 1.033 0.23 -0.04 0.02 -0.20
C -2.079 4.114 2.258 -0.18 0.08 0.11 -0.24
C -1.058 4.206 3.189 -0.09 0.00 -0.03 -0.18
C 0.202 3.682 2.932 0.16 -0.12 -0.13 -0.26
C 0.402 3.063 1.715 -0.55 0.24 -0.01 0.17
N 1.546 2.471 1.206 0.44 0.21 0.37 -0.59
C 1.340 1.906 -0.015 0.05 0.06 -0.28 0.72
O 2.145 1.271 -0.650 0.06 -0.21 -0.18 -0.59
H 2.386 2.313 1.740 -0.04 -0.06 -0.14 0.42
H 0.994 3.750 3.661 0.09 0.02 0.09 0.22
H -1.243 4.692 4.136 -0.02 0.04 0.08 0.22
H -3.050 4.527 2.487 -0.08 0.04 0.04 0.22
H -2.668 3.412 0.308 -0.09 0.00 -0.09 0.22
H -0.092 2.895 -1.333 0.08 -0.13 0.05 0.27
H -1.228 -1.362 -1.236 0.05 0.13 0.10 0.43
H -1.302 -3.308 0.213 0.04 0.01 0.08 0.20
H -0.311 -2.388 1.378 -0.10 -0.11 -0.07 0.23
H 1.538 -2.260 -0.217 0.00 -0.04 0.02 0.21
H 1.997 -1.753 -2.355 0.07 0.03 -0.03 0.21
H 1.415 -2.786 -3.666 0.07 0.01 -0.06 0.20
H 2.548 -3.443 -2.465 0.04 -0.02 0.00 0.16
```
Positions in Å, forces in eV/Å.

## Properties
Relative energy (zero: lowest compared OMol25 entry of this formula, charge and spin), kcal/mol: 30.9
LUMO level, Eh: 0.008
E, a.u.: -933.70710
F_max, eV Å⁻¹: 0.83
SMILES: CN(C)CCNC(=O)C(=O)[C@@H]1C(=O)Nc2ccccc21

=====

What is the formula in the first record?
C41H110F3MnN10O13S

=====

Look up the E of the first one.
-5002.27554 a.u.

=====

The lowest E belongs to which entry?
C41H110F3MnN10O13S

=====

Among the records above, which one has the highest F_max?
C3H2O2